[1]
The following is a DFT calculation (ωB97M-V/def2-TZVPD) of a 9-piece molecular cluster, C30H61N2O10S overall.

Values from the calculation:
Largest force on an atom in Eh/bohr: 0.0406
Net charge: -1
E_HOMO in eV: -4.12

CARTESIAN COORDINATES (ANGSTROEM)
1 C -2.3892 0.2723 -3.3011
2 C -1.8540 -0.3749 -4.6263
3 S -0.0608 -0.1411 -4.9368
4 C 0.4658 1.5099 -4.3169
5 N 1.6682 1.4818 -3.4611
6 C 2.9067 1.4895 -4.2387
7 N 3.0985 0.2912 -5.0806
8 C 1.6729 2.7841 -2.6933
9 C 1.3825 2.3985 -1.1778
10 O 0.3912 2.8414 -0.5829
11 O 2.2342 1.5752 -0.6777
12 H -3.3417 -0.1877 -2.9537
13 H -2.6103 1.3468 -3.5138
14 H -1.6226 0.2057 -2.4908
15 H -2.4862 -0.0390 -5.4873
16 H -2.0102 -1.4829 -4.5370
17 H 0.6040 2.2581 -5.1447
18 H -0.3609 1.9252 -3.6834
19 H 3.0666 2.4199 -4.8483
20 H 3.7456 1.4911 -3.4832
21 H 4.0230 0.3562 -5.5023
22 H 3.0550 -0.5568 -4.5098
23 H 2.6827 3.2507 -2.7895
24 H 0.9358 3.5181 -3.0936
25 C -6.7513 0.9775 -1.6633
26 C -5.6873 2.0464 -1.6534
27 O -4.9396 2.2017 -2.5909
28 C -5.5906 2.9123 -0.4257
29 H -6.7049 0.4312 -2.6057
30 H -6.5819 0.2780 -0.8422
31 H -7.7391 1.4341 -1.5703
32 H -5.3695 2.2906 0.4442
33 H -6.5260 3.4560 -0.2747
34 H -4.7834 3.6329 -0.5560
35 C 0.1363 -0.9503 0.6596
36 C -1.1546 -1.6487 0.3321
37 O -2.1806 -1.0346 0.1280
38 C -1.1276 -3.1575 0.2651
39 H -0.0265 0.1280 0.6723
40 H 0.4879 -1.2636 1.6461
41 H 0.8882 -1.1781 -0.0982
42 H -0.8305 -3.5687 1.2320
43 H -0.4327 -3.4809 -0.5123
44 H -2.1251 -3.5250 0.0203
45 C 5.6168 0.9426 3.7209
46 C 4.4675 0.7909 2.7550
47 O 3.9236 -0.2836 2.5873
48 C 4.0210 2.0200 2.0089
49 H 5.8283 -0.0223 4.1848
50 H 6.5093 1.2774 3.1885
51 H 5.3526 1.6570 4.5034
52 H 4.8424 2.4033 1.4000
53 H 3.6880 2.7820 2.7181
54 H 3.1865 1.7652 1.3488
55 C 2.6640 -0.2515 6.1628
56 C 3.5612 0.3819 7.1912
57 O 3.9385 1.5312 7.0785
58 C 3.9741 -0.4649 8.3680
59 H 2.4496 0.4720 5.3761
60 H 3.1611 -1.1143 5.7181
61 H 1.7221 -0.5534 6.6267
62 H 4.5276 -1.3390 8.0199
63 H 3.0915 -0.7780 8.9295
64 H 4.6181 0.1201 9.0252
65 C -4.9326 -5.1654 -3.0259
66 C -3.6853 -4.6582 -3.7066
67 O -3.7367 -4.1024 -4.7804
68 C -2.3748 -4.8728 -2.9932
69 H -5.7990 -4.9441 -3.6489
70 H -4.8674 -6.2464 -2.8863
71 H -5.0580 -4.6693 -2.0616
72 H -2.1974 -5.9413 -2.8531
73 H -2.3895 -4.3639 -2.0289
74 H -1.5649 -4.4595 -3.5942
75 C 1.9599 6.1008 -7.3172
76 C 2.6642 5.0279 -6.5238
77 O 2.0780 4.3699 -5.6971
78 C 4.1307 4.8098 -6.8048
79 H 0.9148 6.1469 -7.0121
80 H 2.4243 7.0704 -7.1266
81 H 2.0045 5.8662 -8.3825
82 H 4.6905 5.7226 -6.5917
83 H 4.2707 4.5185 -7.8477
84 H 4.5058 4.0115 -6.1647
85 C 2.6524 -4.1051 4.4817
86 C 3.2689 -4.1143 5.8569
87 O 4.0238 -3.2364 6.2126
88 C 2.9086 -5.2584 6.7716
89 H 2.9991 -3.2271 3.9351
90 H 2.9523 -5.0002 3.9334
91 H 1.5644 -4.0611 4.5618
92 H 3.2198 -6.2043 6.3246
93 H 1.8322 -5.2653 6.9527
94 H 3.4235 -5.1352 7.7246
95 C -3.8334 0.0767 3.6124
96 C -5.2808 0.1299 3.1958
97 O -5.5983 0.1030 2.0287
98 C -6.3162 0.2177 4.2905
99 H -3.2040 0.0154 2.7238
100 H -3.5717 0.9806 4.1659
101 H -3.6561 -0.8062 4.2301
102 H -6.1645 1.1277 4.8740
103 H -6.2486 -0.6586 4.9381
104 H -7.3108 0.2486 3.8455

Results of the Mulliken charge analysis, in e, for atoms 1 through 4:
1. C -0.8240
2. C -0.0177
3. S -0.2668
4. C -0.6317

---

[2]
The following is a DFT calculation (ωB97M-V/def2-TZVPD) of a 2-piece molecular cluster, C30H61N6O5P overall.

Values from the calculation:
Largest force on an atom in Eh/bohr: 0.0986
SMILES: [H]/N=C(/C)C[C@]1(O)C(=O)N[C@](CCCO)([C@H](C)CC)[C@]1(CCCCCCCCC)OC#N.CN(C)P(=O)(N(C)C)N(C)C
E_HOMO in eV: -8.27

CARTESIAN COORDINATES (ANGSTROEM)
1 C 7.2308 1.3097 0.5299
2 C 5.9050 0.7648 -0.0274
3 C 5.0613 1.9155 -0.6302
4 C 3.8757 2.2588 0.2793
5 C 2.9830 3.3223 -0.3981
6 C 2.0090 2.6664 -1.4044
7 C 0.5763 2.5969 -0.8515
8 C -0.3210 1.8725 -1.8816
9 C -1.7588 2.4234 -1.9651
10 C -2.7146 1.9920 -0.8194
11 O -2.0810 1.2343 0.2544
12 C -1.9292 -0.0324 0.0170
13 N -1.8488 -1.1733 -0.1724
14 C -3.1164 3.3385 -0.1295
15 O -2.0218 4.2164 0.0519
16 C -3.7217 3.2198 1.3270
17 C -2.8297 3.8117 2.4061
18 C -1.7025 2.9545 2.9262
19 N -3.0269 4.9720 2.8939
20 C -4.1266 3.8428 -1.1675
21 O -4.5133 4.9972 -1.2761
22 N -4.4879 2.7888 -1.9713
23 C -4.0913 1.4856 -1.3680
24 C -4.1568 0.2757 -2.3158
25 C -2.9129 -0.2058 -3.0960
26 C -2.9800 -1.7149 -3.3329
27 O -2.3060 -2.0042 -4.5650
28 C -5.2448 1.2320 -0.3234
29 C -4.9979 0.1032 0.6908
30 C -6.5990 0.8782 -1.0125
31 C -7.8063 1.1846 -0.1066
32 H 7.6610 0.6049 1.2421
33 H 7.0223 2.2377 1.0686
34 H 7.9420 1.5299 -0.2655
35 H 6.1224 0.0357 -0.8088
36 H 5.3298 0.3197 0.7847
37 H 5.6766 2.8128 -0.7417
38 H 4.6987 1.6367 -1.6223
39 H 4.2343 2.6046 1.2509
40 H 3.2774 1.3477 0.3839
41 H 3.6578 3.9762 -0.9570
42 H 2.4424 3.9121 0.3442
43 H 2.3878 1.6816 -1.6837
44 H 1.9605 3.3331 -2.2693
45 H 0.2389 3.6304 -0.8004
46 H 0.5536 2.0912 0.1151
47 H -0.2663 0.7888 -1.7647
48 H 0.1287 2.0914 -2.8551
49 H -2.1700 2.1177 -2.9253
50 H -1.6631 3.5030 -2.0342
51 H -2.3578 5.1052 -0.1398
52 H -4.6269 3.8373 1.3161
53 H -4.0369 2.2142 1.5698
54 H -1.5167 3.2120 3.9658
55 H -1.9847 1.9061 2.8312
56 H -0.8203 3.1437 2.3128
57 H -3.8354 5.4127 2.4544
58 H -5.4003 2.8491 -2.4002
59 H -4.8947 0.5291 -3.0825
60 H -4.5737 -0.6040 -1.8292
61 H -1.9512 0.0438 -2.6654
62 H -2.9410 0.2267 -4.0996
63 H -2.5146 -2.2636 -2.5146
64 H -4.0253 -2.0067 -3.4811
65 H -1.6398 -2.6787 -4.4156
66 H -5.4900 2.1190 0.2556
67 H -4.9568 -0.8850 0.2298
68 H -5.8477 0.0719 1.3786
69 H -4.1086 0.2172 1.3072
70 H -6.5767 -0.2060 -1.1421
71 H -6.6927 1.2870 -2.0188
72 H -8.6075 1.7151 -0.6162
73 H -8.2388 0.2444 0.2422
74 H -7.4984 1.7020 0.8040
75 O 2.8755 -3.0959 -0.5676
76 P 3.4316 -3.6524 0.7107
77 N 3.7389 -5.2827 0.2723
78 C 3.5497 -6.4457 1.1113
79 C 4.6208 -5.4942 -0.8688
80 N 2.0545 -3.4458 1.7436
81 C 1.2323 -4.5724 2.1376
82 C 1.1888 -2.3243 1.3844
83 N 4.5005 -3.6015 2.0335
84 C 5.9244 -3.7720 1.7478
85 C 4.1954 -3.3444 3.4319
86 H 4.0542 -6.3739 2.0857
87 H 3.9465 -7.3338 0.6205
88 H 2.4932 -6.6522 1.2799
89 H 5.6832 -5.4273 -0.5963
90 H 4.4247 -4.7505 -1.6422
91 H 4.4481 -6.4713 -1.3217
92 H 0.7674 -5.0789 1.2798
93 H 0.4371 -4.2316 2.8045
94 H 1.8006 -5.3020 2.7168
95 H 0.5105 -2.5745 0.5627
96 H 1.7732 -1.4537 1.0883
97 H 0.5884 -2.0299 2.2501
98 H 6.2308 -4.8180 1.8643
99 H 6.5399 -3.1634 2.4101
100 H 6.1602 -3.4615 0.7297
101 H 3.9357 -4.2743 3.9464
102 H 3.3876 -2.6327 3.5581
103 H 5.0622 -2.9143 3.9408

Results of the Mulliken charge analysis, in e, for atoms 1 through 4:
1. C -1.3434
2. C -0.2816
3. C -0.7206
4. C -0.1270

---

The following HOMO-LUMO gap values (in eV) correspond, in order, to the records above: 6.14; 8.82.
The following E_LUMO values (in eV) correspond, in order, to the records above: 2.01; 0.55.